1.
A structure of composition C26H42Cl3N4NdO4Si, computed with ωB97M-V/def2-TZVPD.

Results
Frontier orbital gap (alpha / beta), eV: 8.275 / 8.278
Relative energy (zero: lowest compared OMol25 entry of this formula, charge and spin), kcal/mol: 0.0
⟨S²⟩: 3.753
Net charge: 0
2S+1: 4
E_LUMO (alpha / beta), Eh: -0.0030 / -0.0030

Atoms and positions in Å:
C1 -2.6072 1.3855 -3.1274
C2 -1.2165 1.0255 -3.5319
H1 -3.0757 2.0523 -3.8544
H2 -2.6143 1.8754 -2.1396
H3 -3.2266 0.4798 -3.0377
C3 -0.5127 1.5991 -4.5261
C4 -1.0205 2.6483 -5.4573
H4 0.4913 1.2280 -4.7375
H5 -1.9049 3.1770 -5.0745
H6 -1.2729 2.2161 -6.4391
H7 -0.2326 3.3931 -5.6389
Nd1 -0.3157 -0.0571 0.7972
Cl1 -1.8136 -2.1422 0.2923
Cl2 -1.5024 1.7711 2.1938
C5 1.8653 -2.3275 -0.4668
O1 1.6899 -1.3488 0.3170
N1 3.0751 -2.7306 -0.8393
C6 4.2772 -2.1278 -0.2686
C7 3.2492 -3.8107 -1.7968
H8 1.0068 -2.8941 -0.8658
H9 3.9811 -1.3475 0.4327
H10 4.8972 -1.7008 -1.0661
H11 4.8629 -2.8975 0.2482
H12 2.2603 -4.1154 -2.1599
H13 3.7477 -4.6702 -1.3235
H14 3.8561 -3.4771 -2.6508
H15 -0.5054 2.8673 -1.4793
H16 1.9054 2.8266 -3.0267
C8 0.1585 3.4203 -0.7974
C9 2.2406 3.3767 -2.1281
N2 1.5248 2.9321 -0.9410
H17 -0.2020 3.2933 0.2266
C10 2.0919 2.0483 -0.1101
O2 1.5239 1.5542 0.8870
H18 3.3145 3.1933 -1.9778
H19 3.1285 1.7841 -0.3761
H20 0.1391 4.4791 -1.0840
H21 2.0628 4.4508 -2.2876
O3 -0.3570 0.5267 -1.3847
C11 -0.5819 -0.0086 -2.6190
C12 1.9287 -0.1090 -3.1148
C13 0.6648 -0.6864 -3.2039
H22 2.0532 0.7847 -2.4966
C14 2.9869 -0.6295 -3.8613
H23 -1.3449 -0.7960 -2.4982
C15 0.4977 -1.8835 -3.9017
H24 3.9443 -0.1048 -3.8587
C16 2.8034 -1.7778 -4.6353
C17 1.5601 -2.4226 -4.6310
H25 -0.5023 -2.3310 -3.9100
H26 3.6331 -2.1653 -5.2372
H27 1.4081 -3.3263 -5.2284
Si1 -4.5977 2.2415 2.9328
Cl3 -4.4493 2.3769 0.8409
C18 -3.4044 3.3569 3.8765
C19 -4.6704 0.4201 3.3627
C20 -6.2417 3.0575 3.3818
H28 -2.3729 3.3597 3.4976
H29 -3.3616 3.0877 4.9416
H30 -3.7786 4.3866 3.8097
H31 -6.1309 4.1347 3.1764
H32 -6.5019 2.9202 4.4460
H33 -7.0395 2.6497 2.7459
H34 -3.8503 -0.1607 2.9062
H35 -5.6246 -0.0012 3.0056
H36 -4.6494 0.2524 4.4518
N3 2.1469 -4.7970 5.6261
C21 1.9800 -4.1393 4.4431
O4 2.4980 -4.5314 3.3987
C22 1.0993 -2.9263 4.4728
C23 0.4136 -2.4410 5.6005
C24 -0.4166 -1.3269 5.4691
C25 -0.5288 -0.7174 4.2135
N4 0.1382 -1.1522 3.1304
C26 0.9225 -2.2473 3.2494
H37 2.7803 -5.5791 5.6393
H38 1.8340 -4.4444 6.5134
H39 0.5238 -2.9329 6.5634
H40 -0.9820 -0.9170 6.3042
H41 -1.1676 0.1563 4.0683
H42 1.4106 -2.5867 2.3283

=====

2.
A structure of composition C19H37BeBr2Cl3CsIN5O7S, computed with ωB97M-V/def2-TZVPD.

Results
Frontier orbital gap, eV: 1.471
Relative energy (zero: lowest compared OMol25 entry of this formula, charge and spin), kcal/mol: 71.0
Net charge: -1
E_LUMO, Eh: -0.0787

Atoms and positions in Å:
C1 2.2477 3.6273 0.6018
C2 1.1034 2.6206 0.0586
C3 1.6738 1.4187 -0.8987
I1 1.8438 1.9978 -3.0268
C4 0.9027 0.0503 -0.6977
C5 -0.6941 -0.1351 -0.7941
C6 -1.6891 1.0977 -1.1629
C7 -2.7017 0.7366 -2.4234
N1 -2.8841 1.9193 -3.3517
C8 -1.2393 -1.4835 -0.5279
Cl1 -3.0346 -1.8014 -0.5614
C9 -0.3313 -2.7019 -0.1875
N2 -0.6577 -4.0415 0.0720
S1 0.8037 -4.8277 0.3632
N3 1.9587 -3.6395 0.1809
C10 1.1951 -2.5065 -0.1354
C11 1.7559 -1.1056 -0.4046
N4 3.2203 -0.9878 -0.3570
H1 2.8895 3.1005 1.3613
H2 2.8374 4.1451 -0.2055
H3 1.6961 4.4612 1.1498
H4 0.3763 3.2692 -0.5681
H5 0.4711 2.2287 0.9131
H6 2.7508 1.2693 -0.5648
H7 -1.0272 1.9382 -1.5663
H8 -2.2381 1.4964 -0.2649
H9 -2.3397 -0.1834 -2.9700
H10 -3.7376 0.4693 -2.0572
H11 -3.4058 2.6558 -2.8494
H12 -1.9522 2.3538 -3.5157
H13 3.5072 -1.3988 -1.2628
H14 3.5842 -1.6055 0.3963
O1 4.6955 3.5828 -1.2422
H15 3.9852 3.1943 -1.7799
H16 5.3768 2.8955 -1.2202
N5 4.9841 5.5188 -3.3275
H17 4.8746 4.8462 -4.0902
H18 5.8766 6.0072 -3.4289
H19 4.2178 6.1996 -3.3594
H20 4.9644 5.0124 -2.4120
Cl2 -4.6651 -0.6432 -3.5883
Cs1 -0.3129 4.3275 -2.1769
Br1 -2.7769 -3.6723 -3.3650
C12 -3.8306 -4.6681 -4.6602
C13 -3.1757 -4.6706 -6.0184
Br2 -3.4225 -2.9663 -6.9303
H21 -4.8264 -4.2270 -4.6629
H22 -3.8876 -5.6813 -4.2608
H23 -3.6433 -5.4105 -6.6693
H24 -2.1039 -4.8552 -5.9768
C14 0.9085 -3.1797 5.3390
O2 0.1698 -2.2774 4.5343
C15 -0.3272 -2.8875 3.3443
C16 -1.8009 -3.2331 3.4758
O3 -2.0173 -4.2562 4.4484
C17 -2.4833 -3.7382 5.6826
H25 1.0551 -2.7215 6.3183
H26 0.3807 -4.1282 5.4759
H27 1.8880 -3.3655 4.8874
H28 0.2580 -3.7781 3.0902
H29 -0.2030 -2.1622 2.5349
H30 -2.1536 -3.6333 2.5220
H31 -2.3886 -2.3395 3.7115
H32 -3.5371 -3.4547 5.5912
H33 -1.8972 -2.8761 6.0108
H34 -2.3968 -4.5241 6.4348
Cl3 -3.6275 -4.0439 0.2297
C18 4.4844 -0.0524 2.6084
O4 3.7940 0.9356 2.2236
O5 4.2754 -1.2613 2.2764
O6 5.4865 0.0407 3.3883
Be1 3.5599 2.2733 4.0150
C19 -3.2992 7.0698 1.2472
O7 -2.1841 6.4177 0.8924
H35 -3.5231 7.1299 2.3361
H36 -3.3733 8.1431 0.9544
H37 -4.2635 6.6748 0.8533

=====

3.
A structure of composition C32H55MoN8O8PSSe2, computed with ωB97M-V/def2-TZVPD.

Results
Frontier orbital gap (alpha / beta), eV: 5.531 / 5.534
Relative energy (zero: lowest compared OMol25 entry of this formula, charge and spin), kcal/mol: 0.0
Net charge: 0
E_LUMO (alpha / beta), Eh: -0.0432 / -0.0432

Atoms and positions in Å:
Mo1 -0.6181 -0.7075 0.3167
O1 -1.7569 -0.4326 5.0190
C1 -2.9405 -1.1873 4.8058
C2 -3.3151 -1.3936 3.3247
C3 -4.7857 -1.8265 3.3194
O2 -5.2969 -2.1614 2.0374
C4 -3.1621 -0.0589 2.5859
Se1 -2.9704 -0.1038 0.6266
C5 -2.4803 -2.5246 2.7240
Se2 -0.5818 -2.1573 2.3527
H1 -1.0317 -0.9151 4.5943
H2 -3.7375 -0.6508 5.3262
H3 -2.8479 -2.1763 5.2698
H4 -5.3812 -1.0275 3.7785
H5 -4.9123 -2.7257 3.9285
H6 -5.1322 -1.4203 1.4402
H7 -2.2642 0.4482 2.9205
H8 -4.0184 0.5839 2.8049
H9 -2.9139 -2.8454 1.7826
H10 -2.4871 -3.3742 3.4083
C6 -0.4657 -2.5736 -6.0177
C7 -1.5612 -2.2695 -5.0102
N1 -1.0287 -1.3420 -4.0135
C8 -1.6056 -0.6612 -3.0157
S1 -0.5896 0.4176 -2.1185
N2 -2.8972 -0.7371 -2.7038
C9 -3.9025 -1.7754 -2.9884
C10 -3.8854 -2.9049 -1.9669
H11 -0.8199 -3.2959 -6.7524
H12 0.4134 -2.9961 -5.5231
H13 -0.1632 -1.6685 -6.5468
H14 -1.8986 -3.1909 -4.5303
H15 -2.4076 -1.8147 -5.5232
H16 -0.0382 -1.1588 -4.0651
H17 -3.1109 -0.1754 -1.8880
H18 -3.7624 -2.1620 -3.9868
H19 -4.8648 -1.2647 -2.9782
H20 -2.8913 -3.3466 -1.8982
H21 -4.6015 -3.6774 -2.2550
H22 -4.1456 -2.5389 -0.9739
N3 0.2864 0.7316 0.8979
P1 1.1717 2.0374 0.9963
N4 1.8596 2.0377 2.4840
C11 1.9237 0.8358 3.3310
C12 1.4091 1.1481 4.7276
C13 2.1835 2.3197 5.3300
C14 2.1193 3.5404 4.4134
C15 2.6054 3.1843 3.0115
N5 2.2376 2.1300 -0.2549
C16 2.9643 0.8703 -0.5528
C17 3.9669 1.1224 -1.6646
C18 5.0612 2.1020 -1.2090
C19 4.4890 3.1479 -0.2339
C20 3.0073 3.3674 -0.5042
N6 0.3137 3.4497 0.8984
C21 -0.7667 3.5627 1.9122
C22 -1.1757 5.0214 2.0458
C23 -1.6512 5.5643 0.6990
C24 -0.5954 5.3271 -0.3801
C25 -0.2028 3.8575 -0.4273
H23 2.9682 0.5019 3.3930
H24 1.3417 0.0437 2.8695
H25 1.5127 0.2606 5.3563
H26 0.3426 1.3850 4.6725
H27 3.2325 2.0253 5.4577
H28 1.7970 2.5685 6.3199
H29 2.7311 4.3540 4.8113
H30 1.0882 3.9007 4.3518
H31 3.6739 2.9347 3.0545
H32 2.4838 4.0320 2.3387
H33 2.2387 0.1143 -0.8426
H34 3.4884 0.4988 0.3391
H35 3.4286 1.5243 -2.5269
H36 4.4067 0.1744 -1.9776
H37 5.4955 2.5965 -2.0798
H38 5.8677 1.5513 -0.7211
H39 5.0219 4.0963 -0.3229
H40 4.6079 2.8085 0.7981
H41 2.8689 3.6670 -1.5484
H42 2.6047 4.1690 0.1115
H43 -0.4086 3.1655 2.8590
H44 -1.6219 2.9526 1.5968
H45 -0.3099 5.5960 2.3915
H46 -1.9628 5.1146 2.7964
H47 -1.8881 6.6270 0.7783
H48 -2.5722 5.0444 0.4129
H49 0.2956 5.9254 -0.1628
H50 -0.9751 5.6295 -1.3583
H51 0.5520 3.6753 -1.1875
H52 -1.0766 3.2451 -0.6841
O3 1.1147 -1.9066 -0.3652
C26 0.3479 -2.6032 -1.0566
O4 -0.9051 -2.4401 -0.9407
C27 0.8773 -3.5744 -2.0625
C28 0.0323 -4.5112 -2.6334
C29 0.5481 -5.3827 -3.5681
C30 1.8671 -5.3583 -3.9603
C31 2.6703 -4.3957 -3.3880
C32 2.2094 -3.5063 -2.4407
N7 4.0887 -4.3050 -3.8379
O5 4.7346 -3.3616 -3.4382
O6 4.4892 -5.1790 -4.5761
N8 -0.3619 -6.3724 -4.2111
O7 -1.5490 -6.2480 -3.9973
O8 0.1473 -7.2176 -4.9138
H53 -1.0095 -4.5627 -2.3460
H54 2.2520 -6.0509 -4.6939
H55 2.8677 -2.7715 -1.9979

=====

4.
A cluster of 3 separate species, C21H18Br2N2 in total, computed with ωB97M-V/def2-TZVPD.

Results
Frontier orbital gap, eV: 9.366
Net charge: 0
E_LUMO, Eh: -0.0018

Atoms and positions in Å:
C1 -3.8641 -4.8024 2.1242
C2 -4.2739 -3.8665 1.4436
C3 -4.6007 -2.5391 0.6370
C4 -5.1090 -1.5121 1.7120
N1 -5.7225 -0.6800 2.2389
C5 -3.2520 -2.0755 -0.1111
C6 -3.4267 -2.0169 -1.6942
N2 -3.9074 -1.7052 -2.7058
C7 -2.5716 -0.7954 0.5026
Br1 -0.9840 -1.1075 1.6611
C8 -2.9548 0.5159 0.3242
C9 -2.1884 1.7282 1.0312
Br2 -4.5060 0.9703 -0.7847
H1 -3.1762 -5.4696 2.7160
H2 -5.3791 -2.8122 -0.1360
H3 -2.5133 -2.9309 0.0454
H4 -1.1622 1.8055 0.5424
H5 -2.7812 2.6943 0.9289
H6 -2.1088 1.5206 2.1509
C10 4.8987 -0.0193 2.4994
C11 4.4149 1.1220 1.8694
C12 3.0735 1.2040 1.5140
C13 2.2164 0.1436 1.7838
C14 2.7017 -1.0013 2.4051
C15 4.0423 -1.0826 2.7646
H7 5.9434 -0.0810 2.7827
H8 5.0840 1.9485 1.6560
H9 2.6947 2.0954 1.0255
H10 1.1693 0.2104 1.5075
H11 2.0340 -1.8318 2.6105
H12 4.4205 -1.9747 3.2514
C16 1.0256 2.2703 -4.2573
C17 0.4303 1.9341 -3.0467
C18 1.2155 1.5193 -1.9771
C19 2.5963 1.4365 -2.1188
C20 3.1909 1.7638 -3.3319
C21 2.4062 2.1823 -4.4009
H13 0.4139 2.6001 -5.0894
H14 -0.6472 1.9960 -2.9367
H15 0.7513 1.2597 -1.0311
H16 3.2083 1.1151 -1.2835
H17 4.2674 1.6936 -3.4445
H18 2.8701 2.4398 -5.3465

=====

Which of these has the lowest net charge?
C19H37BeBr2Cl3CsIN5O7S

=====

Which value of net charge does entry 3 give?
0